# 1
DFT (the ωB97M-V functional and the def2-TZVPD basis) results for a 6-piece molecular cluster, C32H82N6O10 overall.

Results
Frontier orbital gap (eV): 9.12
SMILES: COC[C@H](C)N.COC[C@H](C)N.COCCNCCOC.COCCNCCOC.COCCNCCOC.COCCNCCOC
Energy above the lowest of the compared OMol25 structures with the same formula, charge and spin (eV): 4.940
HOMO energy (eV): -8.46
Spin multiplicity: 1

CARTESIAN COORDINATES (ANGSTROEM)
O (1.82114, 0.93732, -0.19415)
O (1.54708, 3.17080, -9.22073)
O (0.13029, 4.44688, -1.87680)
O (4.21297, -2.65443, -0.91971)
O (3.96466, 1.53143, -4.83978)
O (-3.29943, -9.51310, 6.22391)
O (-0.61362, -2.11934, 4.20774)
O (-0.89107, 1.61681, 4.08022)
O (-0.13536, -2.94494, -2.70225)
O (-3.76448, 7.97409, 1.86052)
N (-3.00471, 2.09461, 2.42241)
N (1.80754, -4.14240, -1.25949)
N (-2.93291, 4.83510, 0.13740)
N (-2.28773, -6.89289, 7.08093)
N (-0.29447, -0.89392, 1.30933)
N (3.58123, 3.42941, -7.07326)
C (-1.88525, 2.42679, 4.64341)
C (-1.76597, 4.22575, -0.53033)
C (0.96839, 1.96865, 0.24853)
C (-2.63688, 6.14140, 0.66289)
C (4.76734, 3.27047, -6.25160)
C (3.34885, 1.17466, -3.63628)
C (-2.11871, -8.94986, 5.68316)
C (-2.71612, 3.02048, 3.52269)
C (0.13406, 1.15761, 4.98192)
C (1.91664, 2.07796, -10.00716)
C (-0.39370, -4.23831, -2.20632)
C (4.36236, 2.90726, -4.84639)
C (3.08086, -4.73542, -0.91188)
C (0.93439, -4.93061, -2.09130)
C (-0.96579, -2.10084, 1.80470)
C (4.94760, -1.66478, -0.24954)
C (-0.29589, -2.76615, 2.98458)
C (-1.25388, -2.07508, -2.64066)
C (-1.13481, 5.03353, -1.65399)
C (-4.02466, 3.60986, 4.06134)
C (0.92922, -1.19899, 0.56511)
C (0.91209, 5.14140, -2.80095)
C (1.18833, -0.27384, -0.59910)
C (-3.36231, -10.90645, 6.05895)
C (-2.25869, -7.45589, 5.70115)
C (-3.75802, 6.59072, 1.59564)
C (3.81285, 3.77094, -8.45226)
C (2.51930, 4.20150, -9.11975)
C (-1.95504, -2.26182, 4.60446)
C (3.88371, -3.74412, -0.09978)
C (-1.12611, -6.75800, 4.93451)
C (-4.08674, 8.75707, 0.75396)
H (-2.00718, -1.84356, 2.01150)
H (1.12459, 1.32911, -9.95647)
H (2.96212, -5.63926, -0.30886)
H (-2.63692, -1.67941, 3.97300)
H (-3.07598, 4.16462, 0.88997)
H (-3.56655, 6.07461, 2.54005)
H (3.27894, -3.43272, 0.76453)
H (-2.19368, -2.58364, -2.88426)
H (1.33003, -5.10980, -3.10600)
H (-1.25178, -9.31943, 6.25098)
H (1.03129, -2.26045, 0.32493)
H (-2.52944, 6.85082, -0.15238)
H (0.80551, -5.91865, -1.63675)
H (-4.78083, 3.62573, 3.27454)
H (3.34826, 0.07599, -3.57196)
H (1.91963, -0.74478, -1.26245)
H (-0.14046, -7.03860, 5.30608)
H (-0.88662, -4.16464, -1.22461)
H (-3.61356, 1.35836, 2.77058)
H (-3.94010, 4.63671, 4.41550)
H (1.96432, -3.24342, -1.69940)
H (-2.11821, 1.66340, 2.17331)
H (-2.19126, 3.86812, 3.06281)
H (2.91057, 2.69917, -6.87982)
H (-0.99737, 6.06316, -1.30051)
H (4.31460, -1.08141, 0.43517)
H (-1.16669, -7.03585, 3.87716)
H (0.36839, 0.16580, 4.59699)
H (-2.51167, 1.83834, 5.33198)
H (-3.61429, -11.20386, 5.03520)
H (2.82361, 1.57466, -9.65576)
H (4.51975, 4.60694, -8.45331)
H (2.04829, 4.92419, -8.45263)
H (-1.30952, -5.69086, 5.02936)
H (-2.41569, -11.37337, 6.35889)
H (-1.03306, -1.24582, -3.30295)
H (-2.02960, 3.23119, -0.88954)
H (5.33473, -0.97393, -0.99727)
H (3.67981, -4.99386, -1.80309)
H (-4.40350, 2.98457, 4.87569)
H (-1.98695, -9.31115, 4.64980)
H (-0.52758, -3.83883, 3.09894)
H (-4.34053, 9.76522, 1.07271)
H (-4.94526, 8.35062, 0.19415)
H (-3.18961, -7.14150, 5.22968)
H (1.82808, -1.07713, 1.20308)
H (0.34306, 5.37648, -3.71279)
H (2.28259, 1.41698, -3.58580)
H (0.99037, 1.81944, 4.84326)
H (-1.37300, -1.75222, -1.59466)
H (-1.06636, -2.79770, 0.96371)
H (-1.48372, 3.26924, 5.23046)
H (-1.07207, -4.77955, -2.88110)
H (-0.17976, 1.08749, 6.02239)
H (0.78944, -2.78749, 2.85057)
H (3.51828, 3.55615, -4.59276)
H (1.75712, 4.52173, -3.10465)
H (5.20910, 2.99560, -4.15945)
H (0.73425, 1.94754, 1.31683)
H (-1.70560, -7.49010, 7.67123)
H (-1.99949, -1.83506, 5.60414)
H (-3.27079, 8.83758, 0.02224)
H (5.77680, -2.07765, 0.33598)
H (-3.20514, -7.14160, 7.45600)
H (5.24828, 4.25823, -6.20814)
H (1.33851, 6.07900, -2.41578)
H (5.51080, 2.57392, -6.66470)
H (-0.95349, 4.12158, 0.21022)
H (0.27057, -0.03816, -1.14706)
H (3.92532, 1.44670, -2.74600)
H (4.29963, 2.96222, -9.02087)
H (0.04480, 2.02686, -0.33727)
H (1.48312, 2.89301, -0.02445)
H (2.71367, 4.65233, -10.10109)
H (-1.73866, 5.02071, -2.56932)
H (-1.73234, 6.18585, 1.29599)
H (-2.28763, -3.30468, 4.57452)
H (2.04639, 2.34307, -11.06583)
H (-0.08717, -0.32953, 2.12798)
H (-4.14811, -11.27314, 6.71959)
H (4.77883, -4.26196, 0.27666)
H (-4.75474, 6.28048, 1.25537)

# 2
DFT (the ωB97M-V functional and the def2-TZVPD basis) results for one molecule with the formula C19H19N3O2S.

Results
Frontier orbital gap (eV): 7.70
SMILES: CCOC(=O)c1[nH]c2ccccc2c1NC(=S)Nc1ccccc1C
Energy above the lowest of the compared OMol25 structures with the same formula, charge and spin (eV): 0.830
HOMO energy (eV): -7.71
Spin multiplicity: 1

CARTESIAN COORDINATES (ANGSTROEM)
S (-0.63945, -1.48733, 4.28948)
O (3.70994, 0.57919, -0.47451)
O (3.17945, -0.46832, 1.46138)
N (0.43562, -0.16519, 2.30293)
N (1.21900, 1.69009, -0.65991)
N (-1.59599, -1.27879, 1.87253)
C (-1.89432, 1.73294, 1.07254)
C (-2.66546, -1.25435, -1.63975)
C (5.03637, -1.39875, -0.99565)
C (-1.55173, -1.37527, 0.47592)
C (-2.65697, 2.58005, 0.30518)
C (1.56320, 0.83575, 0.36491)
C (-0.07792, 2.06245, -0.51315)
C (2.87273, 0.24337, 0.52742)
C (-1.47011, -1.49172, -2.29587)
C (-0.59519, 1.44032, 0.65222)
C (-0.36233, -1.67744, -0.18174)
C (-2.15272, 3.14867, -0.87033)
C (-0.86340, 2.91112, -1.28768)
C (-4.04002, -0.97160, 0.43918)
C (-2.73238, -1.19872, -0.25672)
C (-0.58805, -0.95758, 2.72606)
C (5.01925, 0.01293, -0.42716)
C (0.45852, 0.64068, 1.18410)
C (-0.32070, -1.72254, -1.56205)
H (-4.32663, -1.85480, 1.01238)
H (5.36420, 0.00522, 0.61178)
H (0.61010, -1.94826, -2.06041)
H (-2.40483, -1.67983, 2.32894)
H (1.32350, -0.28824, 2.77809)
H (-3.66332, 2.82285, 0.61161)
H (6.05492, -1.77566, -1.00235)
H (-1.44214, -1.51633, -3.37460)
H (1.85607, 1.98212, -1.38075)
H (4.64884, -1.40171, -2.01188)
H (-4.82408, -0.77051, -0.28562)
H (5.64051, 0.68650, -1.02121)
H (-2.78771, 3.80164, -1.45001)
H (-3.97738, -0.12814, 1.12344)
H (-0.46677, 3.37053, -2.18026)
H (0.52529, -1.89701, 0.39145)
H (-3.56831, -1.10457, -2.21384)
H (-2.27324, 1.31923, 1.99426)
H (4.42365, -2.05301, -0.38036)

# 3
DFT (the ωB97M-V functional and the def2-TZVPD basis) results for one molecule with the formula C19H29N3O5S.

Results
Frontier orbital gap (eV): 8.70
SMILES: CCOC(=O)c1sc(NC(=O)CCN2CCN(C)CC2)c(C(=O)OCC)c1C
Energy above the lowest of the compared OMol25 structures with the same formula, charge and spin (eV): 0.522
HOMO energy (eV): -8.06
Spin multiplicity: 1

CARTESIAN COORDINATES (ANGSTROEM)
S (0.54476, -2.50288, 0.01862)
O (0.63528, 1.60081, 2.75441)
O (1.59744, 1.84192, 0.74328)
O (-1.03394, -3.78862, 3.35210)
O (1.37837, -1.96515, -2.32603)
O (-0.63301, -4.61103, 1.29352)
N (1.59054, -0.21939, -0.93321)
N (0.25190, 1.51436, -2.55975)
N (-2.53376, 2.00549, -1.98990)
C (1.03896, 1.13552, 1.57119)
C (2.32201, 3.16682, 3.55684)
C (2.14944, 0.11449, -3.27082)
C (0.11609, -1.19308, 2.24662)
C (0.73175, -0.27217, 1.34942)
C (-0.16105, 2.78661, -1.99928)
C (-0.77474, 0.98009, -3.43460)
C (-2.06622, 0.79146, -2.62899)
C (1.01842, -0.86214, 0.12023)
C (-1.14021, -5.88248, 1.68602)
C (-0.61639, -3.64145, 2.22557)
C (-0.30523, -0.86588, 3.63507)
C (1.67018, -0.79820, -2.16398)
C (-0.06857, -6.72117, 2.36851)
C (0.90331, 2.97165, 3.04062)
C (-0.04063, -2.42780, 1.66596)
C (1.57406, 1.53681, -3.15345)
C (-3.17706, 2.93919, -2.88950)
C (-1.45857, 2.58028, -1.20728)
H (-4.01662, 2.43576, -3.36783)
H (-1.06125, -0.08319, 3.61942)
H (-0.45218, 0.00874, -3.81146)
H (-2.52394, 3.34340, -3.67542)
H (-3.56421, 3.77297, -2.30440)
H (1.57925, 2.00989, -4.15172)
H (2.49170, 2.54605, 4.43326)
H (-0.70794, -1.75014, 4.11804)
H (2.47268, 4.20864, 3.82455)
H (0.61619, 3.13667, -1.31639)
H (-1.24987, 1.88729, -0.38598)
H (0.54294, -0.49122, 4.20433)
H (-1.47725, -6.35190, 0.75950)
H (-1.79311, 3.53047, -0.78605)
H (1.76053, 0.77527, -0.76964)
H (0.74520, 3.56383, 2.13294)
H (0.24226, -6.24201, 3.29374)
H (-2.85555, 0.40201, -3.27442)
H (0.16797, 3.24923, 3.79857)
H (-0.30837, 3.55409, -2.78074)
H (3.03862, 2.89362, 2.78615)
H (-0.46563, -7.70602, 2.59747)
H (-1.87117, 0.06161, -1.83715)
H (0.79533, -6.82652, 1.71666)
H (3.24011, 0.15793, -3.23561)
H (1.87163, -0.35208, -4.21654)
H (-0.95492, 1.64429, -4.30020)
H (-1.98973, -5.73237, 2.36114)
H (2.21419, 2.13966, -2.50339)

Number 1: E_LUMO 0.7 eV. Number 2: E_LUMO 0.0 eV. Number 3: E_LUMO 0.6 eV.